1.
ORCA calculation (ωB97M-V with the def2-TZVPD basis set) on C17H40BCaCl7N4O13 as an isolated structure in a non-equilibrium geometry.

electronic energy	-5791.5830	Eh
HOMO	-5.42	eV
orbital gap	1.4	eV

Each line ends with the Löwdin charge.
Atoms and positions in Å:
C -1.12725 -2.02240 -1.34202  -0.088
C -1.93044 -1.28153 -0.10859  -0.178
C -1.02977 -0.21631 0.75248  -0.252
C -2.12062 0.66576 1.66310  -0.098
N -0.02866 -0.83685 1.70033  -0.097
C 0.71472 -2.14003 1.51147  -0.009
B -0.11103 -3.42236 2.17355  -0.443
O -0.05750 -4.81947 1.62742  -0.371
O -0.99517 -3.21504 3.34121  -0.016
C 0.28164 -0.10619 2.85230  -0.114
N 1.36030 0.97203 2.64951  0.078
C 1.01224 2.23188 3.41428  -0.189
C 0.39087 1.98495 4.91181  -0.161
C 0.55709 0.35730 5.23841  -0.163
N -0.33501 -0.34735 4.21426  0.065
H -1.83550 -2.41080 -2.20519  0.097
H -0.63278 -2.99681 -0.86145  0.081
H -0.31452 -1.32731 -1.82676  0.070
H -2.50628 -2.04546 0.60496  0.124
H -2.79983 -0.64594 -0.62320  0.118
H -0.44800 0.55464 0.06932  0.140
H -1.68932 1.69046 2.02759  0.048
H -3.05006 0.87456 0.94495  0.101
H -2.51458 -0.03736 2.51259  0.086
H 1.07997 -2.34461 0.40984  0.130
H 1.71306 -2.04601 2.15969  0.152
H -1.03085 -5.00533 1.38993  0.018
H -1.52393 -4.06347 3.43447  0.061
H 1.28410 1.25274 1.63046  0.056
H 2.02387 2.84390 3.52709  0.142
H 0.20606 2.80925 2.75841  0.125
H -0.75783 2.29533 5.00667  0.019
H 1.03751 2.59869 5.68538  0.126
H 1.65486 -0.03330 5.07229  0.152
H 0.16940 0.17750 6.33973  0.134
H -1.27514 0.09920 4.31743  0.114
O -3.52433 2.60059 3.34243  -0.622
H -4.28202 2.41961 2.81671  -0.025
O -1.91429 -5.97591 5.18136  0.228
H -1.43305 -6.57883 4.55924  0.156
H -1.29858 -5.32359 5.60244  0.150
H -2.42080 -6.48757 5.86239  0.158
N -4.18071 4.37080 -1.33619  -0.008
C -4.10392 3.80408 -2.58177  -0.147
C -2.98021 3.00905 -2.61913  -0.085
C -2.36071 3.09469 -1.34943  -0.085
C -3.12467 3.93982 -0.57610  -0.157
H -4.90392 5.00674 -1.02608  0.144
H -4.85258 4.01572 -3.33340  0.112
H -2.64373 2.42904 -3.46865  0.109
H -1.45518 2.59330 -1.03304  0.093
H -3.00681 4.27156 0.44685  0.086
Cl -0.01821 -6.34300 0.33568  0.213
Cl 5.18899 4.07171 -0.30690  0.555
C 5.00216 2.98741 1.09386  -0.677
C 4.64725 1.56877 0.67803  -0.617
Cl 3.00301 1.45839 0.00021  0.666
H 4.24354 3.41548 1.75620  0.046
H 5.95867 2.99034 1.62542  0.068
H 4.67471 0.90787 1.54946  0.070
H 5.34791 1.17927 -0.06697  0.085
Ca -2.69526 3.62059 4.69410  1.387
O 2.78060 0.55770 -3.51948  -0.358
Cl 1.42922 1.00619 -3.24537  0.622
O 0.58037 0.70641 -4.38211  -0.380
O 1.43314 2.43695 -3.00933  -0.397
O 0.92235 0.32406 -2.07053  -0.450
Cl 1.55420 -2.62985 -5.66919  0.571
C 2.06949 -1.22908 -6.64133  -0.664
C 1.91316 -1.47723 -8.13311  -0.673
Cl 3.06688 -2.69364 -8.73677  0.507
H 3.10538 -0.99496 -6.37761  0.076
H 1.44208 -0.38562 -6.33737  0.049
H 2.10928 -0.55395 -8.68630  0.066
H 0.90261 -1.81540 -8.38233  0.063
O 4.15516 -3.94237 -1.99840  -0.367
Cl 2.86860 -3.52744 -1.47392  0.634
O 2.30463 -2.50293 -2.33117  -0.386
O 3.04050 -2.99666 -0.13544  -0.415
O 1.97375 -4.66754 -1.43035  -0.415
O -3.09050 4.00008 -5.66598  -0.065
H -3.48520 3.13612 -5.85751  0.044
H -3.31455 4.15898 -4.73681  -0.021

***

2.
ORCA calculation (ωB97M-V with the def2-TZVPD basis set) on a 3-piece molecular cluster, C17H40BrF3N2OSi overall in a non-equilibrium geometry.

electronic energy	-4019.5438	Eh
ΔE to the lowest compared entry with this formula, charge and spin	15.96	kJ/mol
HOMO	-7.94	eV
SMILES	FC(F)(F)OC[SiH2]CCCBr.CCN(CC)CC.CCN(CC)CC
orbital gap	8.6	eV

Each line ends with the natural charge from an NBO analysis.
Atoms and positions in Å:
F -1.44571 -4.84027 1.61076  -0.327
C -0.33556 -4.95636 2.26216  1.157
F -0.53480 -4.56010 3.46795  -0.303
F 0.51094 -4.14284 1.70234  -0.330
O 0.08479 -6.17502 2.28512  -0.519
C 0.36265 -6.76315 0.99313  -0.501
Si 2.20010 -7.14342 0.77007  1.091
C 3.34158 -5.71049 0.30969  -0.844
C 3.70363 -5.65258 -1.15889  -0.414
C 2.72774 -5.05154 -2.12578  -0.411
Br 1.90578 -3.38199 -1.58427  -0.024
H -0.15635 -7.69167 0.98164  0.216
H -0.06794 -6.19816 0.20668  0.219
H 2.65008 -7.63569 2.09014  -0.164
H 2.34453 -8.18758 -0.27026  -0.181
H 4.24308 -5.90344 0.84123  0.240
H 2.98813 -4.78425 0.68736  0.252
H 4.62201 -5.13327 -1.25923  0.207
H 3.85548 -6.65018 -1.49217  0.212
H 3.26173 -4.81001 -3.00254  0.218
H 1.96976 -5.72712 -2.42125  0.206
C -1.55167 -1.29057 -0.11848  -0.618
C -1.45888 -0.30304 1.03320  -0.212
N -2.20450 0.91617 0.80121  -0.456
C -1.90447 1.96297 1.76091  -0.206
C -2.27524 1.72592 3.23160  -0.635
C -3.60731 0.74881 0.47438  -0.216
C -4.50314 0.00561 1.47739  -0.639
H -1.24047 -0.82666 -1.05578  0.210
H -0.89671 -2.13499 0.07160  0.218
H -2.56122 -1.68342 -0.24442  0.201
H -0.40782 -0.03231 1.16321  0.196
H -1.76484 -0.81427 1.96114  0.158
H -2.37380 2.89190 1.42526  0.190
H -0.82792 2.15768 1.71132  0.189
H -3.34603 1.82014 3.40388  0.200
H -1.78616 2.47582 3.85600  0.211
H -1.95082 0.74764 3.58547  0.206
H -3.66839 0.22665 -0.48372  0.192
H -4.03072 1.73627 0.27628  0.195
H -4.02827 -0.89748 1.86223  0.206
H -5.42938 -0.29736 0.98548  0.211
H -4.78226 0.63246 2.32188  0.202
C 2.41963 6.29969 -0.10731  -0.616
C 1.39970 5.19210 -0.32150  -0.212
N 0.32306 5.57138 -1.21132  -0.453
C -0.78500 4.63396 -1.20174  -0.204
C -0.54157 3.20801 -1.71237  -0.642
C 0.73002 6.06163 -2.51359  -0.215
C 1.58637 5.14309 -3.39914  -0.639
H 1.93576 7.21058 0.24582  0.210
H 3.14651 5.98838 0.64336  0.211
H 2.97271 6.53183 -1.01768  0.201
H 0.95839 4.94486 0.64746  0.194
H 1.92892 4.28612 -0.66151  0.157
H -1.61341 5.07437 -1.76268  0.190
H -1.14355 4.56754 -0.16951  0.187
H -0.47272 3.17171 -2.79918  0.197
H -1.37964 2.57078 -1.42315  0.227
H 0.35970 2.76397 -1.28928  0.203
H 1.27837 6.99507 -2.36516  0.190
H -0.16747 6.35525 -3.06206  0.195
H 2.38782 4.66109 -2.83842  0.203
H 2.05162 5.73067 -4.19301  0.210
H 0.99312 4.36910 -3.88193  0.204

***

3.
ORCA calculation (ωB97M-V with the def2-TZVPD basis set) on C17H40GdNO2P2 as an isolated structure in a non-equilibrium geometry.

charge	+2
2S+1	8
electronic energy	-2324.6250	Eh
ΔE to the lowest compared entry with this formula, charge and spin	350.48	kJ/mol
HOMO (alpha / beta)	-11.50 / -13.94	eV
⟨S²⟩	16.74
orbital gap (alpha / beta)	4.1 / 6.8	eV

Each line ends with the Löwdin spin population.
Atoms and positions in Å:
Gd -0.75874 -1.02530 0.63194  7.632
P -0.54379 2.64577 0.94032  -0.049
P 0.69950 -2.53752 -1.24877  0.036
N -0.90987 -0.26150 -1.29607  -0.016
C -0.89146 2.22599 -0.82406  -0.012
H -1.97691 2.11028 -1.03421  -0.001
H -0.59206 3.10777 -1.40831  0.001
C -0.17510 0.99454 -1.43735  0.011
H -0.00624 1.18182 -2.51502  -0.001
H 0.85754 0.90356 -1.04365  0.002
C -1.20984 -0.97095 -2.58030  0.005
H -0.88393 -0.32658 -3.41393  0.000
H -2.30708 -1.06930 -2.63522  0.001
C -0.51254 -2.33968 -2.63859  0.002
H 0.01451 -2.47598 -3.60013  0.000
H -1.24479 -3.15169 -2.54910  0.000
C 1.14244 -4.32533 -1.23079  -0.002
C -0.06942 -5.17913 -0.83902  0.002
H -0.90599 -5.07725 -1.54062  0.000
H -0.42307 -4.90450 0.16648  0.002
H 0.22431 -6.23837 -0.80523  0.000
C 2.14893 -1.65888 -1.99295  0.004
C 3.13563 -1.22248 -0.89834  -0.001
H 3.94451 -0.64410 -1.36320  0.000
H 3.58582 -2.08961 -0.40166  0.000
H 2.66174 -0.59480 -0.13390  0.001
C -0.33119 4.43027 1.14746  0.001
C -0.20543 4.86139 2.61735  -0.006
H 0.02730 5.93516 2.61585  0.000
H 0.62278 4.35894 3.13700  -0.003
H -1.13866 4.73182 3.18498  0.000
C -1.86402 1.91450 1.98611  0.011
C -1.40860 1.67683 3.43155  0.002
H -2.21560 1.16724 3.98407  0.001
H -1.19529 2.61330 3.96420  0.000
H -0.52557 1.03692 3.53389  0.001
C 0.99350 1.80725 1.40373  -0.379
C 2.83167 -2.45360 -3.11051  0.001
H 2.14892 -2.67722 -3.93832  0.000
H 3.65245 -1.84616 -3.51110  0.000
H 3.26063 -3.39200 -2.74280  0.000
C -1.39269 5.27638 0.41397  0.001
H -1.09961 6.33070 0.50949  0.000
H -1.42869 5.05929 -0.66483  0.000
H -2.39631 5.16944 0.84525  0.000
C -3.12606 2.77656 1.94307  0.000
H -3.93874 2.20033 2.40309  -0.001
H -3.03747 3.70929 2.51425  0.001
H -3.45514 3.02749 0.92688  0.000
C 2.33110 -4.55340 -0.29059  0.000
H 2.16670 -4.05303 0.67587  0.000
H 2.43139 -5.62914 -0.08605  0.000
H 3.28785 -4.20559 -0.70139  0.000
H 1.44142 -4.56444 -2.26377  0.000
H -2.13438 0.93086 1.52462  0.024
H 1.70470 -0.75364 -2.45143  0.000
H 0.63953 4.64347 0.65540  0.000
O 1.13905 0.54761 1.30272  -0.294
H 2.26897 2.41757 1.50305  -0.015
H 2.07908 2.84564 2.09821  -0.010
O -3.08395 -1.33375 0.21813  0.043
H -3.38098 -0.89859 -0.60926  0.004
H -3.87691 -1.75276 0.64167  0.004

***

4.
ORCA calculation (ωB97M-V with the def2-TZVPD basis set) on a 2-piece molecular cluster, C17H40N6O4PS overall in a non-equilibrium geometry.

charge	+1
electronic energy	-2040.5535	Eh
ΔE to the lowest compared entry with this formula, charge and spin	0.00	kJ/mol
HOMO	-11.42	eV
orbital gap	8.7	eV

Each line ends with the natural charge from an NBO analysis.
Atoms and positions in Å:
C 5.74334 -0.73922 1.57703  -0.246
O 5.75883 0.22408 0.54711  -0.548
C 6.33114 -0.20791 -0.66313  -0.053
C 5.33979 -0.82625 -1.60807  -0.421
C 4.16516 0.04407 -1.97061  -0.394
C 3.07620 -0.80962 -2.65245  -0.393
C 1.90662 -1.20274 -1.76044  -0.392
C 0.62746 -0.37437 -1.96185  -0.425
C -0.57967 -1.29614 -2.02945  -0.220
N -1.84467 -0.81344 -1.45782  -0.178
N -2.69477 0.06608 -2.08067  -0.332
C -3.73613 0.24957 -1.25999  0.066
P -5.21221 1.28860 -1.46340  2.245
N -5.10481 2.51661 -0.57592  -1.312
O -6.31766 0.22525 -1.31412  -0.959
O -5.24731 1.53833 -3.00806  -0.969
N -3.60437 -0.45941 -0.16662  -0.475
C -2.44335 -1.10639 -0.28120  0.596
N -1.93342 -1.89386 0.66040  -0.564
C -2.58980 -2.22787 1.91586  -0.223
C -2.93313 -3.67911 2.01691  -0.418
C -3.99565 -4.21591 1.08743  -0.519
S -5.53590 -3.26103 1.08033  -0.034
H 6.12821 -1.68660 1.24693  0.169
H 6.33412 -0.39720 2.40842  0.184
H 4.73348 -0.89953 1.91647  0.168
H 7.14007 -0.89221 -0.45592  0.171
H 6.76291 0.66049 -1.12767  0.183
H 5.88333 -1.06686 -2.50721  0.208
H 4.99616 -1.76444 -1.19494  0.187
H 4.48592 0.82015 -2.64445  0.206
H 3.75499 0.47302 -1.08090  0.213
H 3.56082 -1.72082 -2.94961  0.206
H 2.71590 -0.35268 -3.55802  0.199
H 2.20763 -1.16291 -0.72799  0.217
H 1.65545 -2.23125 -1.95976  0.189
H 0.51152 0.37446 -1.20020  0.242
H 0.73289 0.12726 -2.90327  0.210
H -0.37987 -2.23540 -1.55218  0.218
H -0.79982 -1.53111 -3.05244  0.225
H -2.51164 0.47102 -2.97930  0.445
H -5.82773 2.66321 0.10626  0.405
H -6.92782 0.46175 -0.61160  0.531
H -4.62896 2.23438 -3.25240  0.516
H -1.02421 -2.28564 0.53026  0.409
H -3.45534 -1.60830 2.03355  0.248
H -1.88384 -2.01110 2.69521  0.212
H -2.03175 -4.23589 1.82564  0.206
H -3.22934 -3.90365 3.02712  0.229
H -4.27152 -5.19141 1.42903  0.234
H -3.63569 -4.33418 0.08703  0.217
H -5.51593 -2.88599 -0.18149  0.121
C -0.58463 1.79644 1.23993  -0.610
C 0.74409 1.95896 1.95010  -0.082
C 0.78426 3.09248 2.98063  -0.073
O 0.86988 4.38206 2.42504  -0.542
C -0.35543 4.96929 2.02934  -0.248
N 1.75659 2.08470 0.90415  -0.845
H -0.73683 2.56895 0.48607  0.206
H -0.60497 0.83207 0.72746  0.184
H -1.42958 1.82532 1.93082  0.214
H 0.94567 1.03435 2.50183  0.184
H 1.69135 2.97107 3.57718  0.192
H -0.06899 3.02857 3.66970  0.166
H -1.16908 4.68121 2.70143  0.170
H -0.62489 4.70543 1.00265  0.159
H -0.22796 6.04864 2.07829  0.200
H 2.68727 2.08028 1.29942  0.367
H 1.66758 3.01232 0.49814  0.361

***

- Which of these has the lowest electronic energy?
  C17H40BCaCl7N4O13

***

- What is the formula in the third record?
  C17H40GdNO2P2